No. 1
DFT (ωB97M-V/def2-TZVPD) results for a molecular structure, Ca3H12N2O12.

Structure (XYZ):
```
29
Properties=species:S:1:pos:R:3:forces:R:3
Ca 3.7489 -1.0739 -3.2720 -0.6 0.0 -0.2
Ca -2.2625 4.2944 3.0680 0.0 0.0 -0.8
Ca 4.0440 -1.7582 7.0578 0.0 0.0 -0.3
N -1.7313 0.8054 -4.9512 -0.8 0.6 0.7
O -1.4694 2.0386 -4.9457 -0.4 -1.8 -0.2
O -0.8400 -0.0274 -4.6626 0.6 0.2 -0.1
O -2.8705 0.3521 -5.1337 1.1 0.9 -0.1
N 1.1835 -0.6759 1.9217 1.8 -0.9 -1.0
O 1.3049 -1.2048 0.7797 0.1 -0.2 1.2
O 0.7003 0.4469 1.9779 -0.8 1.1 0.9
O 1.6796 -1.2389 2.9582 -0.6 0.4 -0.8
O -3.9477 3.1134 -0.6756 0.3 0.1 0.8
H -4.7282 3.2967 -1.1986 -0.3 0.1 -0.2
H -3.3115 2.7737 -1.3049 0.2 -0.2 -0.3
O 5.7152 1.6246 4.6939 -0.3 -0.5 0.3
H 5.0799 1.8852 4.0270 -0.1 0.1 -0.2
H 6.3828 2.3101 4.6704 0.3 0.2 0.1
O -4.6134 -1.1437 0.6761 0.2 0.0 0.0
H -4.3322 -0.8586 1.5455 0.0 -0.1 0.2
H -5.0197 -0.3682 0.2891 -0.2 0.1 -0.2
O -2.5732 -4.4688 -2.7753 0.2 -0.1 0.3
H -2.4051 -4.7706 -3.6680 -0.1 -0.2 -0.3
H -2.3324 -3.5425 -2.7858 -0.1 0.3 0.0
O 3.2415 -6.6544 0.4923 0.0 0.0 0.0
H 2.6732 -5.9300 0.7542 -0.3 0.1 0.1
H 4.0738 -6.2378 0.2687 0.3 -0.1 -0.1
O 0.6426 5.5108 0.3387 -0.4 -0.3 0.5
H 1.3394 6.1562 0.4583 0.2 0.3 0.1
H 0.6277 5.3457 -0.6040 -0.1 0.0 -0.3
```
Positions in Å, forces in eV/Å.

The HOMO energy is -14.81 eV. The total energy comes out at -83005.27658 eV. As for the total charge: +4. Its energy above the lowest of the compared OMol25 structures with the same formula, charge and spin is 1424.3 kJ/mol. The HOMO-LUMO gap is 1.16 eV.

---

No. 2
DFT (ωB97M-V/def2-TZVPD) results for a molecular structure, Ca5O12P3.

Structure (XYZ):
```
20
Properties=species:S:1:pos:R:3:forces:R:3
Ca 0.1690 -2.6124 -0.4501 0.2 -3.2 -3.3
Ca -0.5069 2.3886 2.2584 1.1 1.0 1.9
Ca -2.0382 0.5596 -2.9018 -0.8 -2.2 -0.8
Ca -0.7977 -1.3760 3.2052 -0.2 0.3 0.2
Ca 1.9144 1.3060 -0.0386 2.1 1.8 1.0
P -1.7317 -2.6578 -3.5026 -1.1 -5.4 -1.9
O -0.4112 -2.9548 -2.6778 -1.6 1.1 1.5
O -1.4239 -2.6021 -4.9677 1.3 -0.1 -1.4
O -2.6463 -1.4827 -3.2959 -0.3 4.8 2.5
O -2.8349 -3.8476 -3.5529 2.6 1.2 0.9
P 2.3802 2.7389 3.1997 3.3 5.1 1.9
O 1.6831 1.9493 2.0259 0.1 -1.7 -0.8
O 3.2454 3.9243 2.5707 0.1 -2.4 -0.9
O 2.9095 2.2473 4.4965 0.4 -2.7 -1.2
O 1.3700 3.7812 3.6197 -4.8 0.7 -0.4
P -0.3567 -0.2268 0.0305 -6.4 1.4 -2.9
O 1.0153 -0.5466 -0.0159 10.6 -3.9 -1.8
O -0.2642 1.1770 0.4585 -2.6 4.5 0.3
O -0.7975 -1.3024 0.9648 -3.5 -1.3 2.6
O -0.8775 -0.4632 -1.4266 -0.1 1.1 2.5
```
Positions in Å, forces in eV/Å.

The HOMO energy is -8.10 eV. The total energy comes out at -144629.79320 eV. As for the total charge: +1. The HOMO-LUMO gap is 1.38 eV.

---

No. 3
DFT (ωB97M-V/def2-TZVPD) results for a molecular structure, CaH10N2O11.

Structure (XYZ):
```
24
Properties=species:S:1:pos:R:3:forces:R:3
Ca -4.8543 9.0301 0.9112 -1.4 1.0 -0.2
N -6.2835 6.2373 -0.6654 -0.6 -3.7 -1.3
O -5.7099 5.1461 -0.5728 1.1 -0.2 0.8
O -5.7696 7.2759 -0.3378 3.3 4.2 2.5
O -7.3650 6.2997 -1.1532 -3.5 0.0 -1.3
N -5.4873 12.7290 -0.3828 -0.6 5.2 -0.8
O -5.7187 12.9363 -1.5443 -0.6 -1.2 -3.4
O -5.2820 11.6368 0.0594 1.0 -5.1 2.1
O -5.4664 13.7434 0.3206 0.4 0.2 2.4
O -3.5111 7.4149 1.8541 0.3 -0.1 0.3
H -3.9078 6.5736 2.0802 -0.3 -0.5 -0.2
H -2.5686 7.2485 1.8726 0.3 0.1 0.0
O -3.5275 9.0153 -0.8714 0.8 0.1 -0.5
H -2.7514 8.4783 -1.0311 0.2 -0.2 0.0
H -3.8597 9.2227 -1.7448 -0.3 0.3 -0.3
O -7.1641 9.6526 0.8881 -0.1 0.0 0.3
H -7.8526 9.1985 1.3739 -0.1 -0.3 0.1
H -7.6330 10.1636 0.2284 0.1 0.3 -0.4
O -3.2450 10.5926 1.7575 0.2 -0.4 0.3
H -3.5600 11.4909 1.8580 -0.5 0.6 -0.4
H -2.3489 10.6135 2.0934 0.2 -0.1 0.1
O -5.8658 8.9331 3.3183 0.4 -0.3 -0.3
H -6.1713 8.0281 3.3806 -0.1 -0.4 0.2
H -6.4604 9.4266 3.8833 -0.1 0.4 0.1
```
Positions in Å, forces in eV/Å.

The HOMO energy is -7.82 eV. The total energy comes out at -44099.72351 eV. As for the total charge: 0. Its energy above the lowest of the compared OMol25 structures with the same formula, charge and spin is 211.3 kJ/mol. The HOMO-LUMO gap is 6.76 eV.

---

No. 4
DFT (ωB97M-V/def2-TZVPD) results for a molecular structure, CaH2N7O22.

Structure (XYZ):
```
32
Properties=species:S:1:pos:R:3:forces:R:3
Ca -6.0060 14.4178 5.7438 -1.7 0.1 -0.7
N -8.1724 17.0598 4.4599 0.8 -0.2 -0.6
O -8.9418 17.8506 5.0549 -0.2 0.0 0.0
O -7.4824 16.2466 5.1244 -0.7 0.6 -0.5
O -8.0587 17.1200 3.2082 -0.1 0.1 1.0
N -5.8313 10.5300 5.6712 -0.4 1.5 1.1
O -5.1814 10.0880 4.7024 -0.1 -0.7 0.2
O -5.8742 11.7673 5.8749 0.3 -0.9 -0.2
O -6.4330 9.7768 6.4988 0.6 -0.2 -1.0
N -6.8835 13.7665 2.2255 0.0 -0.4 0.7
O -6.0917 13.5001 1.2794 -0.2 0.1 -0.1
O -8.0149 14.2125 2.0089 0.4 -0.1 -0.3
O -6.5158 13.5128 3.4094 0.1 0.3 -0.6
N -5.8949 17.2687 8.1060 -0.2 -0.6 0.1
O -5.0403 17.9260 8.7839 0.1 0.0 -0.3
O -7.0923 17.3586 8.3917 0.2 0.2 0.0
O -5.5086 16.5091 7.1854 0.4 0.5 0.5
N -9.5317 13.1901 5.6063 -1.1 -0.2 -0.3
O -10.3161 12.7866 6.5202 0.4 0.0 0.1
O -10.0264 13.3455 4.4593 0.6 0.0 0.4
O -8.3384 13.4043 5.8503 -0.4 0.0 0.0
N -6.8022 13.5631 9.2065 -0.1 -0.3 -0.2
O -6.0878 13.1004 10.1546 -0.2 0.2 -0.1
O -6.2337 13.8687 8.1323 -0.1 0.0 0.6
O -8.0278 13.6852 9.3425 0.7 0.0 0.2
N -3.7961 15.5339 3.1858 0.3 0.1 0.4
O -3.6172 16.3824 2.2743 0.1 -0.4 0.2
O -4.5880 15.7939 4.1178 0.2 -0.2 -0.4
O -3.1312 14.4663 3.1997 -0.1 0.5 0.0
O -3.8026 13.9299 6.4671 0.9 -0.1 0.2
H -3.1236 13.4558 5.9763 -0.3 0.1 -0.4
H -3.4556 14.0363 7.3576 -0.5 0.1 0.1
```
Positions in Å, forces in eV/Å.

The HOMO energy is 5.29 eV. The total energy comes out at -73914.42071 eV. As for the total charge: -5. Its energy above the lowest of the compared OMol25 structures with the same formula, charge and spin is 0.0 kJ/mol. The HOMO-LUMO gap is 5.59 eV.

---

No. 5
DFT (ωB97M-V/def2-TZVPD) results for a molecular structure, CaHg7O24P6.

Structure (XYZ):
```
38
Properties=species:S:1:pos:R:3:forces:R:3
Hg -0.3358 -3.3078 -1.0361 0.2 0.8 0.8
Hg -1.0631 3.2690 -0.9637 -0.8 2.5 -1.4
Hg 1.7711 2.9739 -3.1194 -0.6 -0.3 -0.2
Hg 3.3922 1.0246 1.4557 0.7 0.6 1.6
Hg 0.8011 -1.5277 1.9458 0.7 -2.2 1.2
Hg -0.1536 2.8044 2.5042 -0.1 1.2 1.2
Hg 3.6648 -1.3285 -1.6439 -0.4 -0.3 0.4
Ca -1.9452 -0.0298 0.1443 -2.2 -1.4 -0.2
P -0.8684 3.6965 -3.8504 -5.3 0.8 -2.5
O -0.0013 4.1690 -2.7346 5.7 2.2 5.7
O -2.1393 3.4865 -2.9371 0.6 -1.8 -1.2
O -0.0422 2.4672 -4.3648 -0.2 -0.2 -0.6
O -1.2165 4.9247 -4.6172 0.7 -0.5 -2.4
P 3.1123 -1.4506 3.5207 3.5 -1.4 7.5
O 2.8116 -0.8558 2.2578 -1.1 4.1 -8.8
O 4.5988 -1.4594 3.6837 1.5 -0.3 0.4
O 2.3801 -2.7189 3.5314 -2.5 -3.5 -0.4
O 2.5341 -0.5469 4.5610 -0.6 1.7 2.1
P -3.5876 -2.6681 0.0892 -5.3 -1.9 2.9
O -3.9578 -1.3501 0.7764 0.0 1.8 1.3
O -4.5481 -2.6194 -1.0911 1.8 -0.7 -0.4
O -4.0766 -3.7837 1.1504 2.6 2.3 -3.0
O -2.0755 -2.3090 -0.0959 2.3 -2.3 -1.7
P -3.1859 2.3640 0.3724 -5.3 4.4 1.7
O -4.0672 2.9871 1.4605 0.8 -1.6 0.4
O -3.6799 1.2304 -0.4282 -0.7 -3.3 -0.9
O -1.7347 2.0748 0.7397 1.7 -1.2 2.0
O -3.2039 3.5413 -0.5809 0.6 1.9 -0.7
P 2.4022 -3.6205 -0.0938 1.3 -7.9 2.5
O 1.8645 -3.2620 -1.4775 -2.0 0.9 -3.7
O 2.8541 -5.1707 0.0893 -1.0 5.2 -0.8
O 1.0265 -3.4988 0.7206 0.3 1.1 1.1
O 3.5407 -2.5999 0.0968 0.6 0.4 0.6
P 1.0012 0.6447 -0.1597 0.6 1.7 3.1
O 0.3944 1.7347 -1.1243 3.0 -4.3 0.4
O 2.4931 0.1021 -0.2484 -1.3 0.7 -3.4
O 0.1501 -0.6414 0.1633 -0.5 0.7 -3.0
O 1.0895 1.2538 1.3042 0.5 -0.1 -1.6
```
Positions in Å, forces in eV/Å.

The HOMO energy is -3.34 eV. The total energy comes out at -152535.81305 eV. As for the total charge: -2. The HOMO-LUMO gap is 2.48 eV.

---

No. 6
DFT (ωB97M-V/def2-TZVPD) results for a molecular structure, Cd2Cl2O8.

Structure (XYZ):
```
12
Properties=species:S:1:pos:R:3:forces:R:3
Cd 7.7490 13.7500 15.7680 -0.2 0.9 -0.7
Cd 11.2330 16.9470 12.6810 -1.1 -0.3 0.0
Cl 10.4690 15.3100 15.7780 4.6 3.8 5.2
O 11.8180 15.1200 16.4430 -4.5 0.5 -2.2
O 10.7390 15.7930 14.3960 -0.6 -0.9 1.2
O 9.8070 14.0100 15.7810 -0.2 -2.0 -0.9
O 9.5600 16.2250 16.5200 1.8 -1.8 -2.3
Cl 8.0630 16.1240 12.8800 -5.0 3.7 -3.4
O 6.8160 15.8800 11.9510 5.1 -0.2 3.2
O 8.0900 17.5930 13.1400 0.9 -3.3 0.1
O 7.9420 15.3570 14.1250 -0.1 -0.5 0.3
O 9.4060 15.7440 12.2870 -0.7 0.0 -0.6
```
Positions in Å, forces in eV/Å.

The HOMO energy is -18.12 eV. The total energy comes out at -50514.07447 eV. As for the total charge: +2. Its energy above the lowest of the compared OMol25 structures with the same formula, charge and spin is 0.0 kJ/mol. The HOMO-LUMO gap is 6.22 eV.